(1)
Computed, not measured: an isolated molecule of C7H12 at a distorted geometry, with wB97M-V/def2-TZVPD.

Positions of all 19 atoms, in Å:
C1 -1.895 -0.433 0.355
C2 -0.966 0.557 0.235
C3 -1.190 1.917 0.831
C4 0.213 0.220 -0.554
C5 0.902 1.245 -1.121
C6 0.773 -1.143 -0.738
C7 1.621 -1.720 0.396
H1 -2.966 -0.370 0.487
H2 -1.545 -1.462 0.332
H3 -0.248 2.361 1.143
H4 -1.847 2.475 0.180
H5 -1.651 1.947 1.838
H6 0.537 2.258 -1.011
H7 1.511 0.984 -1.974
H8 1.368 -1.115 -1.655
H9 0.004 -1.891 -0.950
H10 1.095 -1.672 1.363
H11 2.624 -1.353 0.609
H12 1.660 -2.805 0.234

**LUMO energy**: 1.0 eV
**Energy above the lowest of the compared OMol25 structures with the same formula, charge and spin**: 184.5 kJ/mol
**Strongest force on any atom**: 0.0567 hartree/bohr
**HOMO energy**: -8.27 eV
**HOMO-LUMO gap**: 9.234 eV

***

(2)
Computed, not measured: a structure of composition C43H48As3F5N9O3SeV at a distorted geometry, with wB97M-V/def2-TZVPD.

Positions of all 113 atoms, in Å:
V1 -0.624 0.420 0.016
C1 -4.375 0.088 -0.819
As1 -2.669 0.332 -1.721
C2 -2.891 -0.914 -3.196
C3 -3.189 2.042 -2.550
C4 -2.163 2.976 -3.191
C5 -2.919 4.137 -3.851
C6 -1.269 3.607 -2.103
As2 0.200 2.521 -1.388
C7 0.807 3.727 0.013
C8 1.594 2.976 -2.678
C9 -1.271 2.253 -4.201
As3 -1.822 1.448 -5.928
C10 -3.771 1.266 -5.987
C11 -1.651 3.008 -7.092
H1 -5.153 0.523 -1.454
H2 -4.362 0.601 0.142
H3 -4.580 -0.969 -0.670
H4 -3.920 -0.837 -3.552
H5 -2.712 -1.927 -2.841
H6 -2.198 -0.703 -4.012
H7 -3.712 2.587 -1.757
H8 -3.949 1.753 -3.287
H9 -3.446 4.723 -3.099
H10 -3.655 3.789 -4.574
H11 -2.225 4.803 -4.365
H12 -1.880 3.931 -1.256
H13 -0.782 4.502 -2.509
H14 0.890 4.737 -0.398
H15 1.787 3.395 0.354
H16 0.106 3.730 0.846
H17 1.456 4.029 -2.935
H18 1.539 2.369 -3.576
H19 2.567 2.840 -2.209
H20 -0.743 1.431 -3.692
H21 -0.487 2.946 -4.527
H22 -4.114 0.471 -5.332
H23 -4.007 0.980 -7.013
H24 -4.291 2.191 -5.756
H25 -0.614 3.341 -7.104
H26 -2.290 3.820 -6.750
H27 -1.937 2.727 -8.105
C12 -1.238 -3.996 6.785
O1 0.126 -4.234 7.092
C13 1.023 -3.251 6.845
C14 0.701 -2.008 6.294
C15 1.701 -1.078 6.060
C16 3.025 -1.376 6.368
C17 3.328 -2.593 6.981
C18 2.346 -3.533 7.198
N1 4.154 -0.514 6.196
N2 4.306 0.223 5.222
C19 3.364 0.245 4.149
C20 2.748 1.431 3.840
C21 1.813 1.486 2.792
C22 1.568 0.360 2.054
O2 0.628 0.409 1.085
C23 2.227 -0.870 2.294
N3 1.935 -1.939 1.510
C24 2.581 -3.050 1.741
C25 3.566 -3.198 2.742
C26 3.848 -2.134 3.546
C27 3.160 -0.914 3.347
H28 -1.769 -4.902 7.068
H29 -1.373 -3.812 5.716
H30 -1.630 -3.151 7.355
H31 -0.319 -1.749 6.057
H32 1.422 -0.115 5.659
H33 4.350 -2.782 7.277
H34 2.569 -4.484 7.658
H35 2.949 2.309 4.437
H36 1.278 2.400 2.576
H37 2.330 -3.892 1.105
H38 4.073 -4.143 2.864
H39 4.596 -2.211 4.324
F1 -2.610 -2.372 -0.449
C28 -2.551 -1.979 0.858
C29 -1.807 -0.871 1.210
C30 -1.832 -0.596 2.570
F2 -1.145 0.463 3.064
C31 -2.516 -1.357 3.507
F3 -2.480 -1.032 4.805
C32 -3.240 -2.467 3.096
F4 -3.899 -3.214 3.981
C33 -3.258 -2.780 1.746
F5 -3.944 -3.838 1.310
C34 4.894 1.386 -0.184
C35 4.085 0.811 -1.289
N4 2.770 0.727 -1.339
C36 2.493 0.119 -2.528
C37 3.637 -0.161 -3.216
N5 4.648 0.293 -2.406
H40 4.234 1.844 0.545
H41 5.584 2.144 -0.553
H42 5.476 0.613 0.319
H43 1.156 -0.068 -4.038
H44 3.812 -0.621 -4.168
H45 5.635 0.241 -2.601
Se1 0.324 -1.104 -5.937
N6 0.084 -2.378 -4.809
C38 0.141 -2.319 -3.424
C39 -0.180 -3.535 -2.809
C40 -0.154 -3.668 -1.437
C41 0.039 -2.522 -0.692
N7 0.288 -1.325 -1.230
C42 0.518 -1.253 -2.559
N8 1.180 -0.130 -3.022
H46 -0.417 -4.362 -3.462
H47 -0.350 -4.608 -0.950
H48 -0.019 -2.533 0.389
O3 -3.057 3.420 1.762
C43 -2.418 2.611 1.210
N9 -1.780 1.813 0.601

**Net charge**: +1
**LUMO energy (alpha / beta)**: -4.0 / -4.0 eV
**Energy above the lowest of the compared OMol25 structures with the same formula, charge and spin**: 115.9 kJ/mol
**Strongest force on any atom**: 0.0286 hartree/bohr
**2S+1**: 2
**HOMO energy (alpha / beta)**: -10.12 / -10.12 eV
**Expectation value of S²**: 0.774
**HOMO-LUMO gap (alpha / beta)**: 6.075 / 6.079 eV

***

(3)
Computed, not measured: a structure of composition C17H14AuBrClO2 at a distorted geometry, with wB97M-V/def2-TZVPD.

Positions of all 36 atoms, in Å:
C1 -2.465 -1.511 -1.592
C2 -1.881 -1.703 -2.940
C3 -1.639 -0.470 -3.502
H1 -1.655 -2.666 -3.377
C4 -2.045 0.561 -2.571
C5 -2.519 -0.043 -1.413
H2 -2.869 0.471 -0.531
H3 -3.195 -2.196 -1.174
H4 -1.215 -0.267 -4.489
H5 -1.948 1.631 -2.751
Au1 -0.928 -2.117 -0.260
Cl1 0.908 -3.412 0.013
C6 2.450 -0.394 -1.412
C7 2.170 0.844 -2.042
C8 1.859 0.580 -3.420
H6 2.125 1.812 -1.560
C9 2.017 -0.819 -3.635
C10 2.379 -1.422 -2.395
H7 2.484 -2.482 -2.202
H8 2.658 -0.537 -0.356
H9 1.625 1.314 -4.177
H10 1.896 -1.329 -4.590
Br1 1.865 2.285 1.575
C11 0.806 1.655 2.997
C12 1.152 2.081 4.286
C13 0.415 1.638 5.391
C14 -0.662 0.758 5.220
C15 -1.033 0.348 3.946
C16 -0.312 0.784 2.815
C17 -0.599 0.134 1.469
O1 -1.708 -0.520 1.373
O2 0.291 0.219 0.589
H11 1.993 2.751 4.435
H12 0.672 1.980 6.380
H13 -1.225 0.389 6.083
H14 -1.867 -0.347 3.819

**Net charge**: -1
**LUMO energy (alpha / beta)**: 2.9 / 1.1 eV
**Strongest force on any atom**: 0.0619 hartree/bohr
**2S+1**: 3
**HOMO energy (alpha / beta)**: -4.77 / -4.71 eV
**Expectation value of S²**: 2.033
**HOMO-LUMO gap (alpha / beta)**: 7.681 / 5.822 eV

***

(4)
Computed, not measured: a structure of composition C28H24IN6PdS, with wB97M-V/def2-TZVPD.

Positions of all 61 atoms, in Å:
Pd1 0.346 -0.426 -0.389
C1 -0.133 3.843 0.274
C2 -1.253 3.869 1.089
C3 -1.939 2.690 1.319
C4 -1.492 1.509 0.737
N1 -0.377 1.489 -0.020
C5 0.273 2.628 -0.254
C6 -2.146 0.197 0.900
C7 -3.437 0.060 1.404
C8 -3.995 -1.201 1.545
C9 -3.257 -2.318 1.167
C10 -1.978 -2.173 0.638
C11 -1.385 -0.920 0.504
H1 0.432 4.738 0.055
H2 -1.588 4.795 1.540
H3 -2.811 2.675 1.958
H4 1.142 2.547 -0.896
H5 -4.021 0.932 1.677
H6 -4.999 -1.312 1.936
H7 -3.681 -3.309 1.290
H8 -1.425 -3.056 0.338
N2 -2.639 0.911 -6.687
C12 -2.264 0.776 -5.353
C13 -1.884 -0.457 -4.831
C14 -1.454 -0.537 -3.516
N3 -1.398 0.518 -2.700
C15 -1.770 1.689 -3.205
C16 -2.202 1.880 -4.507
H9 -2.954 0.071 -7.142
H10 -3.180 1.728 -6.914
H11 -1.908 -1.347 -5.450
H12 -1.095 -1.469 -3.081
H13 -1.720 2.540 -2.528
H14 -2.480 2.867 -4.860
I1 2.545 0.313 -1.827
C17 0.471 -2.848 -1.697
C18 0.972 -4.143 -1.995
C19 1.796 -4.846 -1.139
C20 2.166 -4.266 0.075
C21 1.712 -2.997 0.344
N4 0.921 -2.339 -0.512
H15 0.691 -4.593 -2.942
H16 2.158 -5.838 -1.395
H17 2.802 -4.780 0.783
H18 1.988 -2.472 1.252
N5 0.026 -1.258 3.435
C22 1.115 -0.450 3.465
N6 1.629 0.115 2.434
C23 2.781 0.808 2.784
C24 3.576 1.529 1.897
C25 4.701 2.174 2.381
C26 5.053 2.108 3.731
C27 4.270 1.394 4.626
C28 3.136 0.758 4.139
S1 1.967 -0.203 5.001
H19 -0.466 -1.324 2.549
H20 -0.465 -1.475 4.281
H21 3.312 1.544 0.845
H22 5.326 2.729 1.692
H23 5.945 2.609 4.085
H24 4.543 1.322 5.671

**Net charge**: -1
**LUMO energy**: 2.4 eV
**Strongest force on any atom**: 0.0143 hartree/bohr
**HOMO energy**: -3.37 eV
**HOMO-LUMO gap**: 5.798 eV